[1]
134
Properties=species:S:1:pos:R:3 method="wB97M-V/def2-TZVPD" multiplicity=2 total_charge=+1 lumo_energy_ev="-2.5 / -3.4" orbital_gap_ev="6.9 / 6.7" homo_ev="-9.43 / -10.00"
Re -0.21 0.41 0.75
O -3.55 -1.11 0.07
C -3.27 0.03 0.34
N -2.27 0.35 1.29
C -2.59 0.17 2.58
O -3.68 -0.13 3.07
C -1.40 0.41 3.47
C -1.53 0.35 4.84
C -0.42 0.53 5.64
C 0.81 0.75 5.02
C 0.87 0.79 3.65
N -0.22 0.64 2.86
C -3.98 1.15 -0.37
C -5.13 0.87 -1.10
C -5.75 1.92 -1.75
C -5.21 3.19 -1.66
C -4.06 3.36 -0.90
N -3.46 2.37 -0.27
H -2.52 0.16 5.24
H -0.49 0.49 6.72
H 1.71 0.89 5.60
H 1.80 0.94 3.13
H -5.50 -0.14 -1.14
H -6.66 1.74 -2.33
H -5.67 4.03 -2.15
H -3.60 4.34 -0.81
Te 2.09 3.50 1.89
C 3.07 4.89 0.64
C 3.82 4.48 -0.45
C 4.42 5.44 -1.25
N 4.33 6.75 -1.03
C 3.63 7.13 0.03
C 2.97 6.25 0.89
C 1.14 2.40 0.38
P 1.85 0.90 -0.28
C 1.89 0.96 -2.09
C 1.68 -0.20 -2.83
C 1.68 -0.16 -4.21
C 1.88 1.05 -4.87
C 2.07 2.21 -4.15
C 2.07 2.17 -2.76
C 3.58 0.62 0.19
C 3.88 0.09 1.44
C 5.20 -0.15 1.81
C 6.23 0.14 0.92
C 5.94 0.65 -0.33
C 4.62 0.89 -0.70
P -0.54 2.57 -0.12
C -1.13 4.01 0.82
C -2.01 3.86 1.88
C -2.36 4.96 2.64
C -1.83 6.21 2.35
C -0.94 6.36 1.30
C -0.57 5.26 0.55
C -0.93 2.78 -1.88
C -1.01 4.01 -2.54
C -1.32 4.05 -3.89
C -1.56 2.88 -4.59
C -1.50 1.65 -3.94
C -1.19 1.61 -2.59
H 3.96 3.42 -0.66
H 5.01 5.14 -2.11
H 3.57 8.20 0.21
H 2.39 6.64 1.72
H 1.50 -1.14 -2.32
H 1.53 -1.07 -4.78
H 1.87 1.08 -5.96
H 2.20 3.16 -4.66
H 2.19 3.08 -2.19
H 3.08 -0.16 2.12
H 5.42 -0.56 2.79
H 7.25 -0.05 1.21
H 6.74 0.87 -1.02
H 4.41 1.28 -1.69
H -2.44 2.89 2.09
H -3.05 4.85 3.47
H -2.12 7.07 2.94
H -0.51 7.33 1.08
H 0.17 5.37 -0.23
H -0.85 4.93 -2.01
H -1.37 5.00 -4.40
H -1.80 2.92 -5.65
H -1.69 0.73 -4.48
H -1.14 0.66 -2.07
N -0.34 -1.32 0.19
P -0.48 -2.91 0.15
N 1.00 -3.53 0.54
C 1.21 -4.86 1.13
C 2.24 -4.75 2.25
C 3.61 -4.34 1.68
C 3.45 -3.53 0.39
C 2.19 -2.68 0.44
N -1.49 -3.61 1.23
C -1.35 -3.20 2.63
C -1.52 -4.40 3.56
C -2.57 -5.37 2.99
C -3.55 -4.63 2.10
C -2.84 -4.09 0.86
N -0.92 -3.36 -1.36
C -1.69 -2.52 -2.28
C -1.32 -2.91 -3.71
C -1.71 -4.36 -4.02
C -1.78 -5.20 -2.73
C -0.72 -4.78 -1.74
H 1.55 -5.57 0.37
H 0.26 -5.22 1.51
H 2.31 -5.71 2.78
H 1.89 -4.02 2.97
H 4.22 -5.23 1.47
H 4.16 -3.76 2.43
H 3.39 -4.19 -0.48
H 4.31 -2.88 0.23
H 2.12 -2.05 -0.45
H 2.23 -2.00 1.30
H -2.10 -2.44 2.85
H -0.37 -2.74 2.78
H -1.83 -4.03 4.54
H -0.57 -4.91 3.71
H -3.09 -5.89 3.80
H -2.07 -6.15 2.40
H -4.02 -3.82 2.65
H -4.36 -5.29 1.77
H -3.42 -3.29 0.41
H -2.72 -4.89 0.13
H -1.44 -1.48 -2.08
H -2.76 -2.63 -2.12
H -0.24 -2.77 -3.82
H -1.80 -2.22 -4.41
H -0.98 -4.80 -4.70
H -2.68 -4.40 -4.52
H -1.67 -6.26 -2.96
H -2.76 -5.08 -2.26
H 0.28 -4.91 -2.17
H -0.77 -5.41 -0.85



[2]
140
Properties=species:S:1:pos:R:3 method="wB97M-V/def2-TZVPD" multiplicity=1 lumo_energy_ev=-2.3 orbital_gap_ev=5.8 homo_ev=-8.06
C 2.14 -2.40 0.17
C 2.32 -0.94 0.45
Cl 3.96 -0.42 0.43
C 1.32 -0.06 0.65
Cl 1.73 1.60 0.95
C -0.10 -0.40 0.62
C -0.63 -1.46 1.24
C -2.06 -1.83 1.17
O -2.53 -2.68 1.90
C -2.87 -1.14 0.13
O -4.08 -1.67 -0.14
C -2.37 -0.05 -0.46
C -1.04 0.50 -0.15
O -0.74 1.61 -0.52
H 3.06 -2.86 -0.16
H 1.87 -2.90 1.09
H 1.37 -2.59 -0.56
H -0.01 -2.13 1.81
H -4.17 -1.83 -1.09
H -2.98 0.43 -1.22
N 7.25 0.33 3.55
C 6.09 -0.35 3.28
C 5.79 -1.11 4.38
C 6.81 -0.87 5.35
C 7.69 0.03 4.81
H 7.69 0.97 2.92
H 5.58 -0.24 2.34
H 4.94 -1.76 4.49
H 6.88 -1.30 6.33
H 8.58 0.47 5.20
N -5.14 1.03 1.99
C -5.86 2.07 2.50
C -6.29 1.71 3.75
C -5.80 0.40 4.00
C -5.09 0.01 2.90
H -4.70 1.01 1.08
H -6.01 2.98 1.94
H -6.90 2.31 4.41
H -5.96 -0.19 4.89
H -4.57 -0.91 2.68
N 1.04 -1.59 -3.25
C 1.77 -1.93 -4.36
C 1.13 -2.97 -4.98
C -0.03 -3.27 -4.22
C -0.06 -2.40 -3.16
H 1.28 -0.86 -2.61
H 2.68 -1.41 -4.61
H 1.47 -3.46 -5.88
H -0.76 -4.04 -4.43
H -0.76 -2.29 -2.35
N -8.71 4.55 4.59
C -9.51 4.60 5.70
C -10.75 4.15 5.34
C -10.70 3.81 3.96
C -9.43 4.07 3.53
H -7.75 4.83 4.56
H -9.13 4.96 6.64
H -11.60 4.07 6.00
H -11.50 3.42 3.36
H -8.97 3.95 2.56
N 8.69 0.39 -0.11
C 7.40 0.34 -0.58
C 7.39 0.84 -1.85
C 8.73 1.22 -2.16
C 9.50 0.92 -1.07
H 8.99 0.07 0.79
H 6.61 -0.06 0.03
H 6.53 0.94 -2.48
H 9.08 1.65 -3.08
H 10.56 1.04 -0.90
N 12.67 1.35 2.17
C 11.60 2.14 1.84
C 11.99 3.44 1.93
C 13.36 3.44 2.34
C 13.74 2.14 2.47
H 12.67 0.35 2.19
H 10.65 1.70 1.56
H 11.37 4.30 1.74
H 13.98 4.31 2.51
H 14.69 1.70 2.75
N 2.13 4.79 2.09
C 2.34 5.68 1.07
C 2.13 6.94 1.56
C 1.78 6.80 2.93
C 1.79 5.46 3.23
H 2.22 3.79 2.01
H 2.63 5.34 0.09
H 2.22 7.85 1.00
H 1.55 7.60 3.62
H 1.59 4.94 4.14
N 4.61 -6.98 -5.62
C 3.56 -6.19 -5.25
C 4.05 -5.15 -4.51
C 5.46 -5.31 -4.44
C 5.78 -6.45 -5.14
H 4.55 -7.82 -6.16
H 2.55 -6.45 -5.53
H 3.46 -4.36 -4.07
H 6.16 -4.67 -3.94
H 6.73 -6.92 -5.33
N -8.27 -0.01 1.30
C -8.84 0.15 0.07
C -9.76 -0.85 -0.11
C -9.75 -1.64 1.07
C -8.82 -1.10 1.92
H -7.56 0.57 1.70
H -8.54 0.97 -0.57
H -10.37 -0.99 -0.98
H -10.35 -2.51 1.26
H -8.51 -1.40 2.90
N 0.11 -5.99 -2.23
C -1.23 -6.22 -2.30
C -1.49 -7.41 -1.67
C -0.25 -7.92 -1.21
C 0.72 -7.02 -1.56
H 0.58 -5.18 -2.61
H -1.89 -5.52 -2.78
H -2.46 -7.87 -1.56
H -0.08 -8.84 -0.67
H 1.79 -7.02 -1.40
N 4.81 -0.88 -6.19
C 4.67 -1.50 -7.40
C 4.68 -0.54 -8.37
C 4.85 0.72 -7.73
C 4.92 0.47 -6.38
H 4.83 -1.34 -5.31
H 4.57 -2.57 -7.47
H 4.59 -0.71 -9.43
H 4.90 1.69 -8.19
H 5.05 1.14 -5.55
N -14.11 3.70 2.14
C -15.42 4.06 2.06
C -15.53 5.00 1.07
C -14.23 5.21 0.53
C -13.37 4.39 1.21
H -13.74 3.02 2.79
H -16.16 3.63 2.71
H -16.44 5.49 0.77
H -13.96 5.88 -0.26
H -12.31 4.23 1.12



[3]
149
Properties=species:S:1:pos:R:3 method="wB97M-V/def2-TZVPD" multiplicity=1 total_charge=+8 lumo_energy_ev=-17.1 orbital_gap_ev=6.5 homo_ev=-23.53
C 4.75 2.39 -2.56
N 4.90 3.50 -1.55
C 3.80 4.26 -1.20
C 4.02 5.19 -0.22
C 5.26 5.26 0.43
C 6.26 4.32 0.25
C 6.01 3.41 -0.78
C 5.47 6.30 1.47
C 6.62 7.11 1.37
C 6.74 8.15 2.29
N 5.78 8.45 3.28
C 4.67 7.64 3.39
C 4.56 6.55 2.52
C 5.94 9.63 4.10
H 5.60 2.22 -3.22
H 4.00 2.65 -3.31
H 4.57 1.50 -1.96
H 2.85 4.19 -1.71
H 3.25 5.94 -0.12
H 7.20 4.22 0.78
H 6.61 2.55 -1.02
H 7.29 6.97 0.54
H 7.66 8.70 2.43
H 3.97 7.87 4.18
H 3.63 6.00 2.43
H 6.95 10.01 3.95
H 5.61 9.42 5.12
H 5.19 10.33 3.71
C 0.81 5.72 3.17
N -0.26 4.73 3.68
C -1.29 5.10 4.52
C -2.33 4.26 4.86
C -2.46 2.99 4.13
C -1.35 2.49 3.45
C -0.34 3.45 3.15
C -3.63 2.13 4.43
C -4.86 2.49 3.93
C -5.93 1.65 4.13
N -5.81 0.45 4.78
C -4.58 0.02 5.10
C -3.43 0.90 5.03
C -7.04 -0.42 4.81
H 1.66 5.62 3.85
H 0.36 6.69 3.01
H 1.20 5.23 2.28
H -1.14 6.09 4.91
H -3.09 4.70 5.49
H -1.35 1.50 3.03
H 0.48 3.12 2.52
H -5.04 3.34 3.29
H -6.86 1.93 3.66
H -4.31 -0.94 5.53
H -2.46 0.58 5.40
H -7.29 -0.83 3.83
H -7.85 0.04 5.36
H -6.74 -1.15 5.56
C 2.24 -5.17 -4.57
N 2.72 -4.71 -3.28
C 3.00 -3.37 -3.06
C 3.13 -2.91 -1.76
C 3.26 -3.76 -0.66
C 3.27 -5.14 -0.97
C 2.91 -5.60 -2.28
C 3.34 -3.31 0.76
C 2.57 -3.99 1.71
C 2.59 -3.50 3.05
N 3.39 -2.43 3.44
C 4.11 -1.79 2.49
C 4.11 -2.18 1.16
C 3.34 -1.99 4.85
H 1.55 -6.01 -4.54
H 3.08 -5.32 -5.24
H 1.71 -4.37 -5.10
H 2.95 -2.74 -3.93
H 3.13 -1.85 -1.57
H 3.37 -5.87 -0.17
H 2.65 -6.63 -2.48
H 1.87 -4.70 1.31
H 2.05 -4.11 3.77
H 4.78 -1.05 2.92
H 4.74 -1.67 0.45
H 2.60 -1.22 5.04
H 4.28 -1.53 5.17
H 3.16 -2.91 5.41
C -8.89 -7.28 -0.75
N -7.68 -6.49 -0.41
C -7.17 -6.56 0.90
C -6.03 -5.94 1.26
C -5.30 -5.12 0.35
C -5.76 -5.11 -0.97
C -6.94 -5.78 -1.27
C -4.08 -4.34 0.66
C -2.84 -4.39 -0.01
C -1.79 -3.68 0.43
N -1.91 -2.92 1.58
C -2.99 -2.94 2.31
C -4.12 -3.57 1.81
C -0.81 -2.11 2.10
H -9.56 -6.54 -1.18
H -9.30 -7.71 0.16
H -8.59 -8.08 -1.44
H -7.72 -7.15 1.63
H -5.77 -5.90 2.31
H -5.49 -4.44 -1.78
H -7.37 -5.84 -2.25
H -2.89 -5.06 -0.86
H -0.82 -3.80 -0.03
H -3.04 -2.36 3.22
H -5.06 -3.50 2.34
H -0.03 -2.01 1.34
H -0.44 -2.44 3.07
H -1.19 -1.09 2.19
C -1.37 0.88 -9.04
C -0.14 0.30 -8.32
C -0.15 0.50 -6.75
C -1.29 -0.31 -6.13
N -1.12 -0.34 -4.51
C -2.43 -0.94 -3.98
C -2.10 -2.31 -3.32
C -0.65 -2.15 -2.90
C 0.01 -1.21 -3.93
C -0.91 1.08 -3.83
H -1.23 0.93 -10.12
H -1.56 1.80 -8.50
H -2.20 0.17 -8.97
H 0.81 0.72 -8.66
H -0.15 -0.78 -8.47
H -0.22 1.57 -6.55
H 0.81 0.27 -6.29
H -1.32 -1.36 -6.40
H -2.27 0.12 -6.32
H -2.72 -0.30 -3.15
H -3.28 -0.94 -4.66
H -2.84 -2.77 -2.66
H -2.17 -3.01 -4.15
H -0.54 -1.69 -1.92
H -0.13 -3.09 -2.71
H 0.85 -0.63 -3.54
H 0.30 -1.68 -4.87
H -0.68 0.86 -2.78
H -1.76 1.75 -3.79
H -0.08 1.52 -4.37
As 1.98 0.92 0.26
F 2.64 2.54 0.80
F 0.40 1.63 0.55
F 1.29 -0.61 -0.37
F 3.66 0.27 -0.15
F 2.20 0.20 1.86
F 1.83 1.47 -1.46



Number 1: E_tot -4168.0631 a.u., largest force on an atom 0.011 hartree/bohr. Number 2: E_tot -4014.6152 a.u., largest force on an atom 0.021 hartree/bohr. Number 3: E_tot -5541.9041 a.u., largest force on an atom 0.087 hartree/bohr.